Record 1
This record from the OMol25 dataset describes a structure of composition C25H37O2Sn in a non-equilibrium geometry. The level of theory is ωB97M-V with the def2-TZVPD basis set.

Properties
Gap between HOMO and LUMO (spin up / spin down)   3.94 / 3.43 eV
Energy relative to the best compared isomer or geometry (same formula, charge and spin)   1.07 kcal/mol
Highest occupied orbital energy (spin up / spin down)   -1.41 / -0.89 eV
Charge   -1

Cartesian coordinates (Å):
O: 0.190725 1.009978 -4.663864
C: 0.075931 2.243312 -5.442074
C: 0.339293 1.540307 -6.767332
H: 0.843393 2.991396 -5.201226
H: -0.934044 2.681925 -5.376338
C: 0.372949 0.264556 -5.904431
H: 1.282096 1.784166 -7.257941
H: -0.496503 1.566954 -7.464253
C: 1.663031 -0.513017 -6.000826
H: 2.518678 0.136766 -5.804240
H: 1.770999 -0.915671 -7.015512
H: 1.686577 -1.362589 -5.310216
C: -0.844669 -0.582233 -6.162490
H: -1.750974 -0.033986 -5.902270
H: -0.802668 -1.513519 -5.600912
H: -0.892404 -0.825942 -7.223509
Sn: -0.123438 0.978817 1.193737
C: -2.157445 -0.354944 2.699432
C: -2.506891 0.948969 3.129076
C: -2.892089 1.712457 1.996010
H: -2.540558 1.284445 4.162003
C: -2.748277 0.897684 0.835114
C: -2.263118 -0.399362 1.272104
H: -2.168582 -1.298641 0.665026
H: -1.875953 -1.192556 3.331108
H: -3.291201 2.724000 2.021583
H: -3.034565 1.148936 -0.184728
C: 1.366864 -1.344484 2.517187
C: 0.440999 -2.400335 1.928552
C: 0.672623 -2.522750 0.572587
H: -0.190952 -3.027585 2.562562
C: 1.570607 -1.490156 0.155585
C: 1.844947 -0.630798 1.242065
H: 2.611981 0.152836 1.282265
H: 2.229005 -1.862165 3.002313
H: 0.300923 -3.321106 -0.077550
H: 2.021224 -1.451187 -0.831675
O: 1.382503 -1.002205 -3.307150
C: 0.097806 -1.326152 -2.736161
C: -0.428655 -0.121312 -1.917034
H: 0.168131 -2.241303 -2.112483
H: -0.595503 -1.551902 -3.567696
C: 0.688839 0.946927 -1.957154
H: -0.762124 -0.419804 -0.908739
H: -1.327235 0.260990 -2.423654
C: 1.850275 0.247563 -2.708941
H: 1.055796 1.335897 -0.984656
H: 0.350435 1.822605 -2.515088
H: 2.653012 -0.003954 -1.980874
H: 2.304581 0.858037 -3.510044
C: 1.105795 -0.308351 7.080701
C: 0.074382 0.234883 6.094222
C: -1.295783 -0.380515 6.396586
C: -0.004966 1.754554 6.234148
C: 0.485010 -0.109395 4.703597
C: 0.782731 -0.482965 3.580534
H: 0.863466 -0.021702 8.110292
H: 2.091488 0.090894 6.828799
H: 1.146262 -1.399429 7.018968
H: -1.652254 -0.091928 7.396205
H: -2.035288 -0.047077 5.658421
H: -1.228488 -1.474563 6.344671
H: 0.987976 2.188481 6.070605
H: -0.695135 2.183150 5.496578
H: -0.351581 2.034081 7.238448

Forces on atoms 1 to 3 (eV/Å):
0.08 1.00 -1.42
-0.14 0.23 0.22
-0.10 -0.19 0.32

Atom charges from the Löwdin analysis, given in e for atoms 1 to 6: atom 1 (O): -0.126, atom 2 (C): -0.141, atom 3 (C): -0.089, atom 4 (H): 0.117, atom 5 (H): 0.119, atom 6 (C): -0.561

Record 2
This record from the OMol25 dataset describes a structure of composition C14H14N2O5Pm in a non-equilibrium geometry. The level of theory is ωB97M-V with the def2-TZVPD basis set.

Properties
Gap between HOMO and LUMO (spin up / spin down)   2.82 / 3.07 eV
Highest occupied orbital energy (spin up / spin down)   -16.85 / -16.85 eV
Charge   +3
⟨S²⟩   6.01
Spin multiplicity   5

Cartesian coordinates (Å):
O: 0.013666 -3.491486 -0.033861
C: 0.062884 -2.346646 -0.159988
Pm: 0.201284 0.099732 0.522434
O: -2.860372 -0.035955 -1.663178
C: -1.869291 -0.009717 -1.093331
C: 1.922741 0.014315 -1.115479
O: 2.919850 0.024994 -1.717853
C: -0.030858 2.374520 -0.086555
O: -0.044916 3.526718 -0.046805
C: 2.396890 1.032880 7.640336
C: 0.951112 0.688732 7.954757
N: 0.274677 -0.108148 6.943630
C: -0.030854 -1.505398 7.302307
C: -1.136636 -1.595164 8.345539
C: 0.104012 0.459111 5.716831
O: 0.529957 1.580454 5.452603
C: -0.636640 -0.301399 4.650592
C: -1.793585 -1.100062 4.788890
C: -2.473769 -1.676562 3.692716
C: -2.013741 -1.406444 2.407601
N: -0.948345 -0.554318 2.327828
C: -0.236584 0.001442 3.350126
H: 2.977441 0.112999 7.507557
H: 2.830995 1.591800 8.479690
H: 2.454477 1.645673 6.733999
H: 0.898713 0.107180 8.876720
H: 0.381343 1.617574 8.091277
H: -0.311042 -2.067464 6.405522
H: 0.889894 -1.949997 7.717650
H: -2.059967 -1.134963 7.971647
H: -1.348949 -2.649459 8.568521
H: -0.845970 -1.089892 9.275151
H: -2.169939 -1.277490 5.774770
H: -3.338990 -2.326424 3.778418
H: -2.399515 -1.772313 1.444695
H: 0.606324 0.672075 3.068244

Forces on atoms 1 to 3 (eV/Å):
0.21 4.96 -0.77
-0.29 -6.19 0.53
-1.31 -0.89 3.22

Atom charges from the Löwdin analysis, given in e for atoms 1 to 6: atom 1 (O): 0.229, atom 2 (C): -0.001, atom 3 (Pm): 1.605, atom 4 (O): 0.231, atom 5 (C): 0.017, atom 6 (C): -0.019

Record 3
This record from the OMol25 dataset describes a cluster of 2 separate species, C9H21N2O2P in total in a non-equilibrium geometry. The level of theory is ωB97M-V with the def2-TZVPD basis set.

Properties
Gap between HOMO and LUMO (spin up / spin down)   7.87 / 7.52 eV
Energy relative to the best compared isomer or geometry (same formula, charge and spin)   55.79 kcal/mol
Highest occupied orbital energy (spin up / spin down)   -8.63 / -7.55 eV
Charge   0

Cartesian coordinates (Å):
C: 0.138103 -1.787495 -0.585371
C: -2.081426 -1.709442 -2.736790
C: 0.257539 2.518991 2.492834
C: 1.212086 -2.206669 1.660709
C: -2.391874 2.178580 0.908681
C: 3.204154 0.673636 -2.072119
C: -1.349555 -2.867426 -1.982253
C: 0.768672 2.686310 1.060295
C: 0.393660 -1.242858 0.810606
N: -1.422328 1.051470 0.827172
N: 1.014505 0.081566 0.691417
O: 0.935771 -1.747539 -1.498282
O: -1.059677 -2.360084 -0.683860
P: -0.057297 1.249869 0.081806
H: -1.287594 -0.923126 -2.694176
H: -2.243273 -1.851196 -3.790654
H: -3.045395 -1.387049 -2.308980
H: -0.016478 1.382469 2.688067
H: 0.962591 2.999996 3.234635
H: -0.768419 2.976423 2.539336
H: 2.160865 -2.370574 1.008169
H: 1.291842 -1.777427 2.633162
H: 0.743914 -3.237514 1.604285
H: -2.627091 2.330038 2.044492
H: -3.507716 1.836613 0.588930
H: -2.068760 3.128584 0.470411
H: 3.746123 -0.077371 -1.690429
H: 2.088373 0.557647 -1.968630
H: 3.675957 1.598199 -2.125368
H: -0.415740 -3.112171 -2.427532
H: -2.138526 -3.644920 -1.874725
H: 1.767061 2.369160 1.016013
H: 0.749366 3.579419 0.532507
H: -0.595308 -0.996119 1.288161
H: 1.965874 0.100010 0.257481

Forces on atoms 1 to 3 (eV/Å):
0.31 -0.47 0.06
1.84 0.67 0.42
-1.36 -0.39 0.52

Atom charges from the Löwdin analysis, given in e for atoms 1 to 6: atom 1 (C): -0.505, atom 2 (C): -0.054, atom 3 (C): -0.172, atom 4 (C): -0.029, atom 5 (C): -0.231, atom 6 (C): 0.106

Number 1: calculated total energy -1339.32375 a.u.. Number 2: calculated total energy -1634.77107 a.u.. Number 3: calculated total energy -956.68131 a.u..